Entry 1:
A 2-piece molecular cluster, C3H5ClS overall at a distorted geometry. Source: the OMol25 dataset; level of theory: ωB97M-V/def2-TZVPD.

For the HOMO energy, the calculation gives -0.3138 hartree. For the strongest force on any atom, the calculation gives 3.81 eV/Å. The SMILES is C=C=S.CCl. Its spin multiplicity is 1. The HOMO-LUMO gap is 8.56 eV. The calculation puts the molecular weight at 108.593 Da. Its relative energy (zero: lowest compared OMol25 entry of this formula, charge and spin) is 29.7 kcal per mole. The energy is -26547.682 eV.

XYZ file:
```
10
Properties=species:S:1:pos:R:3:forces:R:3:lowdin_charge:R:1
C 0.3869 2.6373 -0.3701 -0.0729 -3.7870 0.3923 -0.05
C 0.9265 1.4660 -0.1030 1.0287 1.2112 -0.0213 -0.72
S 1.6534 0.1301 0.2155 0.0912 0.3814 -0.1933 0.76
H -0.6320 2.5058 -0.5088 -2.1336 0.1259 -0.4758 0.04
H 0.7254 3.5874 -0.2818 1.5345 2.4231 0.1920 0.03
C -0.6157 -2.1629 0.0649 0.2182 1.5397 -0.2014 -0.51
Cl -0.6973 -1.4325 1.7177 -0.1291 -0.5308 -0.1369 0.40
H -1.5827 -2.6320 -0.1037 0.3335 -0.0884 -0.2162 0.02
H -0.4180 -1.2880 -0.6085 -0.5734 -1.0292 0.4087 -0.01
H 0.2533 -2.8113 -0.0221 -0.2971 -0.2459 0.2519 0.03
```
Positions in Å, forces in eV/Å.

Entry 2:
C2H3NOS2 in the gas phase at a distorted geometry. Source: the OMol25 dataset; level of theory: ωB97M-V/def2-TZVPD.

For the HOMO energy, the calculation gives -0.2949 hartree. For the strongest force on any atom, the calculation gives 2.09 eV/Å. Its spin multiplicity is 1. The HOMO-LUMO gap is 6.80 eV. The calculation puts the molecular weight at 121.186 Da. Its relative energy (zero: lowest compared OMol25 entry of this formula, charge and spin) is 125.2 kcal per mole. The energy is -27325.348 eV.

XYZ file:
```
9
Properties=species:S:1:pos:R:3:forces:R:3:lowdin_charge:R:1
C -0.1714 -0.5120 0.3247 -1.4066 -0.6494 -1.1908 -0.11
C -1.1783 0.6266 -0.0522 1.8242 0.3690 0.9514 -0.49
N 1.0993 -0.4335 0.2741 1.4266 0.2970 0.1551 -0.76
O -0.7757 1.8376 0.0558 -0.2542 -0.1743 -0.1107 -0.18
S 2.6738 -1.2084 -0.0118 -0.9825 -0.9158 0.0975 0.56
S 2.2678 0.7911 0.0428 -0.8212 1.3046 0.2075 0.61
H -0.6530 -1.4833 0.1897 0.5021 -0.2181 0.4873 0.13
H -1.0913 0.1308 -1.0552 0.0661 -0.3032 -1.2079 0.13
H -2.1711 0.2512 0.2321 -0.3543 0.2903 0.6104 0.11
```
Positions in Å, forces in eV/Å.

Entry 3:
C2H3NO in the gas phase at a distorted geometry. Source: the OMol25 dataset; level of theory: ωB97M-V/def2-TZVPD.

For the HOMO energy, the calculation gives -0.3274 hartree. For the strongest force on any atom, the calculation gives 4.96 eV/Å. The SMILES is O=C1CN1. Its spin multiplicity is 1. The HOMO-LUMO gap is 9.75 eV. The calculation puts the molecular weight at 57.052 Da. Its relative energy (zero: lowest compared OMol25 entry of this formula, charge and spin) is 54.0 kcal per mole. The energy is -5657.561 eV.

XYZ file:
```
7
Properties=species:S:1:pos:R:3:forces:R:3:lowdin_charge:R:1
O 2.1329 -0.2831 -0.0031 2.1718 0.1679 0.0365 0.14
C 1.0199 0.0371 0.0388 -4.7699 -1.3045 0.3168 -0.43
C -0.6357 -0.5876 0.0483 1.0370 0.6929 0.2020 -0.03
N -0.0405 0.7804 0.0197 0.4795 1.5978 0.1006 0.01
H -0.8991 -0.9196 -0.9677 -0.3551 0.0342 0.7479 0.06
H -1.3107 -0.8311 0.9380 1.2860 0.2935 -1.3755 0.08
H -0.2669 1.8038 -0.0739 0.1507 -1.4818 -0.0282 0.16
```
Positions in Å, forces in eV/Å.

Entry 4:
C5H12O2 in the gas phase at a distorted geometry. Source: the OMol25 dataset; level of theory: ωB97M-V/def2-TZVPD.

For the HOMO energy, the calculation gives -0.3433 hartree. For the strongest force on any atom, the calculation gives 2.26 eV/Å. The SMILES is CO[C@@H](C)CCO. Its spin multiplicity is 1. The HOMO-LUMO gap is 10.34 eV. The calculation puts the molecular weight at 104.149 Da. Its relative energy (zero: lowest compared OMol25 entry of this formula, charge and spin) is 44.9 kcal per mole. The energy is -9473.188 eV.

XYZ file:
```
19
Properties=species:S:1:pos:R:3:forces:R:3:lowdin_charge:R:1
C -1.6453 -0.5725 1.5481 -0.0544 0.3162 -0.3929 -0.11
O -0.3152 -0.2662 1.1175 -0.1027 1.1023 -1.9732 -0.24
C -0.1422 0.4685 -0.3461 -0.4156 -0.3720 1.4296 -0.26
C -0.4559 1.9021 -0.0331 -0.0865 0.1531 0.0637 -0.06
C 1.2943 0.2004 -0.7970 -0.2530 -0.1190 0.4360 -0.15
C 1.4109 -1.2713 -1.1377 0.1165 -0.1916 -0.0457 -0.30
O 0.9585 -2.0268 -0.0536 0.1420 -1.2922 0.4179 -0.10
H -2.1533 0.3395 1.8871 -0.0119 -0.1314 -0.0875 0.08
H -1.6456 -1.2829 2.3972 0.4681 0.3563 -0.4746 0.10
H -2.2192 -1.0272 0.7328 -0.0057 0.0282 0.0869 0.09
H -0.8311 0.0798 -1.1361 0.1255 -0.2672 1.1008 0.16
H 0.2234 2.2509 0.7482 -0.1128 0.0913 -0.0874 0.09
H -1.4866 1.9819 0.3192 0.0960 0.1192 0.0357 0.07
H -0.3581 2.5428 -0.9149 0.0566 -0.1152 0.0363 0.09
H 1.9510 0.4368 0.0450 0.0811 -0.0067 -0.0278 0.13
H 1.5946 0.8502 -1.6340 -0.3856 -0.1140 0.1921 0.13
H 0.8375 -1.5247 -2.0510 -0.1209 0.2347 0.2775 0.12
H 2.4336 -1.5880 -1.3728 0.1111 0.3104 0.0903 0.11
H 0.5487 -1.4932 0.6810 0.3523 -0.1025 -1.0777 0.04
```
Positions in Å, forces in eV/Å.